Record 1
C4H8O2 in the gas phase, computed with ωB97M-V/def2-TZVPD.

Results
HOMO level ... -9.049 eV
Structure (SMILES) ... COCC(C)=O
Molecular weight ... 88.11 g/mol
E_tot ... -8369.959 eV
Frontier orbital gap ... 9.7207 eV
Lowest unoccupied orbital energy ... 0.7 eV
Relative energy (zero: lowest compared OMol25 entry of this formula, charge and spin) ... 76.6 kcal per mole

Structure (ORCA input):
```
! wB97M-V def2-TZVPD RIJCOSX def2/J DEFGRID3
* xyz 0 1
O -1.370 -0.108 0.785
H -2.455 0.822 -0.636
H 0.656 1.702 0.481
O 1.640 -1.049 -0.990
H 1.906 1.674 -0.795
H -0.505 -0.003 -1.003
H -2.084 -0.928 -0.995
C -0.274 -0.940 0.861
C 0.974 -0.294 -0.321
C -1.706 0.000 -0.546
H -0.475 -1.939 0.443
C 1.445 1.109 0.023
H 2.227 0.918 0.766
H 0.021 -0.965 1.925
*
```


Record 2
C4H8O2 in the gas phase, computed with ωB97M-V/def2-TZVPD.

Results
HOMO level ... -9.778 eV
Structure (SMILES) ... CC1OCCO1
Molecular weight ... 88.11 g/mol
E_tot ... -8371.176 eV
Frontier orbital gap ... 10.9130 eV
Lowest unoccupied orbital energy ... 1.1 eV
Relative energy (zero: lowest compared OMol25 entry of this formula, charge and spin) ... 48.6 kcal per mole

Structure (ORCA input):
```
! wB97M-V def2-TZVPD RIJCOSX def2/J DEFGRID3
* xyz 0 1
O 0.727 -0.950 -0.174
H 2.039 0.892 -1.461
H -2.117 -0.453 1.413
C -0.409 -1.533 0.449
H -0.407 0.323 -1.225
O -0.483 0.703 0.738
H -0.498 -2.547 0.023
H -2.126 0.136 -0.229
H 1.037 2.275 -0.958
C 1.438 1.308 -0.649
H 2.060 1.429 0.239
C 0.303 0.375 -0.385
H -0.204 -1.655 1.517
C -1.470 -0.309 0.550
*
```


Record 3
C4H8O2 in the gas phase, computed with ωB97M-V/def2-TZVPD.

Results
HOMO level ... -9.743 eV
Structure (SMILES) ... CC(=O)[C@@H](C)O
Molecular weight ... 88.11 g/mol
E_tot ... -8372.439 eV
Frontier orbital gap ... 10.6622 eV
Lowest unoccupied orbital energy ... 0.9 eV
Relative energy (zero: lowest compared OMol25 entry of this formula, charge and spin) ... 19.4 kcal per mole

Structure (ORCA input):
```
! wB97M-V def2-TZVPD RIJCOSX def2/J DEFGRID3
* xyz 0 1
H 0.167 1.039 -1.959
H -0.929 -0.270 -2.500
H -1.422 0.424 -0.129
C -0.121 -0.009 -1.808
C 0.387 0.851 1.814
H 0.536 1.896 1.514
H 0.748 -0.649 -2.002
H -0.623 0.765 2.222
O -1.103 -1.556 -0.201
C 0.563 -0.044 0.614
H 1.130 0.595 2.575
O 1.600 -0.648 0.427
H -0.341 -2.151 -0.189
C -0.592 -0.243 -0.379
*
```


Record 4
C4H8O2 in the gas phase, computed with ωB97M-V/def2-TZVPD.

Results
HOMO level ... -9.743 eV
Structure (SMILES) ... CC1OCCO1
Molecular weight ... 88.11 g/mol
E_tot ... -8369.958 eV
Frontier orbital gap ... 10.7639 eV
Lowest unoccupied orbital energy ... 1.0 eV
Relative energy (zero: lowest compared OMol25 entry of this formula, charge and spin) ... 76.6 kcal per mole

Structure (ORCA input):
```
! wB97M-V def2-TZVPD RIJCOSX def2/J DEFGRID3
* xyz 0 1
H -2.540 -1.163 0.977
C 1.010 1.055 -0.550
H 2.531 0.295 0.784
C 1.675 -0.027 0.170
H 0.989 2.053 -0.076
H 1.889 -0.871 -0.488
H -0.506 -1.549 -0.645
H -2.569 -0.180 -0.502
H -2.031 0.540 1.040
O -0.162 0.579 -1.051
C -2.022 -0.366 0.430
H 1.985 1.023 -1.174
C -0.595 -0.716 0.067
O 0.346 -0.674 1.018
*
```


Which formula does entry 1 have?
C4H8O2


What is the molecular weight in the second record?
88.11 g/mol


What did the fourth record say?
C4H8O2 in the gas phase, computed with ωB97M-V/def2-TZVPD.

Results
HOMO level ... -9.743 eV
Structure (SMILES) ... CC1OCCO1
Molecular weight ... 88.11 g/mol
E_tot ... -8369.958 eV
Frontier orbital gap ... 10.7639 eV
Lowest unoccupied orbital energy ... 1.0 eV
Relative energy (zero: lowest compared OMol25 entry of this formula, charge and spin) ... 76.6 kcal per mole

Structure (ORCA input):
```
! wB97M-V def2-TZVPD RIJCOSX def2/J DEFGRID3
* xyz 0 1
H -2.540 -1.163 0.977
C 1.010 1.055 -0.550
H 2.531 0.295 0.784
C 1.675 -0.027 0.170
H 0.989 2.053 -0.076
H 1.889 -0.871 -0.488
H -0.506 -1.549 -0.645
H -2.569 -0.180 -0.502
H -2.031 0.540 1.040
O -0.162 0.579 -1.051
C -2.022 -0.366 0.430
H 1.985 1.023 -1.174
C -0.595 -0.716 0.067
O 0.346 -0.674 1.018
*
```


Which formula does entry 2 have?
C4H8O2